C17H20FN4O8PS2 | ωB97M-V with the def2-TZVPD basis set

The value obtained for the HOMO-LUMO gap is 0.2319 hartree. Its net charge is 0. As for the spin multiplicity: 1. The value obtained for the HOMO energy is -8.97 eV. As for the SMILES: CCSCC1=C(S(=O)(=O)F)C(=O)C(CP(=O)(O)O)=C(OC#N)C1=O.CC#N.CC#N.CC#N.

Positions of all 53 atoms, in Å:
1 H 1.90 0.66 0.58
2 H -2.47 3.21 -4.23
3 H 1.98 5.38 -1.31
4 H 4.22 1.09 -4.46
5 H 4.99 0.62 -2.93
6 C 1.92 -0.63 -2.30
7 O 0.01 1.00 2.21
8 S -0.89 4.82 -3.35
9 C 1.15 4.71 -1.41
10 H -1.69 -1.10 0.67
11 O 1.89 -0.17 1.06
12 C -1.44 3.18 -3.91
13 C -1.31 2.21 -2.77
14 H 1.44 3.79 -0.92
15 H 5.79 1.78 -4.01
16 H 1.85 -4.96 3.82
17 C -2.80 -8.01 6.76
18 C -1.77 1.30 -0.55
19 P 0.40 -0.28 1.62
20 C -0.28 1.14 -2.95
21 N -1.29 -4.93 4.05
22 H -0.27 -1.75 -0.12
23 C 4.83 1.44 -3.63
24 C -0.16 0.08 -1.94
25 H -0.87 2.85 -4.76
26 C -0.18 -4.90 4.34
27 S -3.31 3.47 -1.34
28 O 0.68 -1.00 -2.18
29 N 3.06 -0.39 -2.30
30 C 0.84 4.44 -2.89
31 H 1.08 3.42 -3.13
32 C -0.71 -0.84 0.28
33 H 1.46 -5.68 5.39
34 N 3.61 3.40 -2.42
35 F -2.64 4.48 -0.39
36 C -2.04 2.28 -1.66
37 H -4.32 -6.66 6.24
38 O -2.26 1.40 0.55
39 O -3.77 4.09 -2.53
40 H -0.44 -1.34 3.19
41 H -2.83 -6.52 5.28
42 O 0.41 -1.42 2.73
43 H 1.47 5.08 -3.49
44 H 1.46 -3.91 5.19
45 H -3.94 -7.88 5.01
46 C -3.52 -7.22 5.76
47 C -0.83 0.16 -0.81
48 H 0.29 5.10 -0.86
49 O 0.45 1.15 -3.92
50 N -2.24 -8.62 7.55
51 C 4.15 2.54 -2.95
52 C 1.23 -4.86 4.71
53 O -4.30 2.80 -0.59

Results of the Löwdin charge analysis, in e, for atoms 1 through 2: 0.082 0.084

C17H29Br2F3O12S3 | ωB97M-V with the def2-TZVPD basis set

The value obtained for the HOMO-LUMO gap is 0.3280 hartree. Its net charge is 0. As for the spin multiplicity: 1. The value obtained for the HOMO energy is -9.59 eV. As for the SMILES: CC(=O)OC[C@@H]1OS(=O)(=O)O[C@@]1(CCC(F)(F)F)/C(Br)=C(\C)Br.CCOS(C)(=O)=O.CCOS(C)(=O)=O.

Positions of all 66 atoms, in Å:
1 C -2.88 1.86 0.30
2 C 3.20 -5.11 -4.35
3 H 0.40 1.00 -1.93
4 O -2.80 5.20 -2.22
5 H -1.47 -1.89 4.83
6 C 2.77 0.63 -3.57
7 S -1.58 5.04 -1.28
8 O 0.99 0.47 -5.44
9 O -0.59 3.96 -2.19
10 S -2.57 0.87 5.02
11 C 1.05 -4.84 -1.07
12 H -0.16 -1.60 5.98
13 O 0.58 2.19 -3.69
14 F 3.29 3.59 -0.06
15 O 1.67 -2.97 -2.80
16 O -0.71 6.32 -1.00
17 C 0.97 3.10 0.78
18 C -1.30 2.68 -1.92
19 O -1.67 0.51 3.94
20 H -3.11 0.29 -2.35
21 O 2.46 -5.33 -3.16
22 H 0.13 -4.99 -1.65
23 O 3.49 -3.95 -1.34
24 H 2.84 -4.21 -4.87
25 H -0.71 1.82 1.70
26 C -1.20 -1.94 5.89
27 H -3.46 -1.31 -1.42
28 O -3.98 0.57 4.97
29 H 3.48 0.09 -4.34
30 H -3.01 2.88 6.19
31 Br -3.80 2.84 1.83
32 H -1.86 -1.20 7.79
33 O -1.72 3.98 0.09
34 Br -5.16 -0.12 0.82
35 F 2.51 1.37 -0.48
36 H -3.17 -1.37 6.61
37 H -1.68 -0.47 -1.26
38 H -1.26 -2.99 6.20
39 H -2.65 3.15 4.46
40 S 2.27 -4.09 -2.11
41 H 0.95 3.47 1.90
42 C -2.36 2.60 5.36
43 H 2.51 -0.10 -2.66
44 H 1.43 -5.80 -0.70
45 H 0.89 4.04 0.09
46 C -2.12 -1.07 6.73
47 H 5.03 -5.91 -3.51
48 C 4.69 -5.03 -4.07
49 H 3.32 1.61 -3.17
50 C -0.31 1.58 -2.65
51 H -1.31 2.79 5.59
52 H 0.08 0.95 0.23
53 C 2.48 2.46 0.52
54 C -0.25 2.02 0.62
55 H -1.01 0.76 -3.17
56 H 0.86 -4.17 -0.24
57 F 3.13 2.10 1.82
58 C -2.84 -0.30 -1.35
59 C -1.52 2.55 -0.30
60 H 4.93 -4.15 -3.47
61 H -2.33 2.49 -2.44
62 H 3.01 -5.96 -5.01
63 O -1.96 0.31 6.42
64 C -3.49 0.58 -0.12
65 C 1.36 1.09 -4.30
66 H 5.26 -4.95 -5.00

Results of the Löwdin charge analysis, in e, for atoms 1 through 2: -0.478 -0.274

- Look up the HOMO energy of the second one.
  -9.59 eV